# 1
C5H9NSi | ωB97M-V with the def2-TZVPD basis set

Calculated values
Spin multiplicity: 3
Maximum force (eV Å⁻¹): 7.7
HOMO level (alpha / beta) (eV): -4.9 / -9.6
<S²>: 2.01
ΔE to the lowest compared entry with this formula, charge and spin (kJ/mol): 28.3
HOMO-LUMO gap (alpha / beta) (eV): 6.0 / 7.7
LUMO energy (alpha / beta) (hartree): 0.04169 / -0.06701
Net charge: 0

Structure (XYZ):
```
16
Properties=species:S:1:pos:R:3:nbo_charge:R:1
C -1.0823 0.3178 -0.4420 -0.135
C -1.6133 -0.4937 -1.3369 -0.241
C 0.3813 0.2801 -0.2951 -0.689
C -0.4584 -1.0648 -2.0751 -0.222
C 0.6950 -0.6424 -1.4893 -0.108
N 0.2447 1.0669 2.2557 -1.321
Si 0.9414 -0.2134 1.5174 1.346
H -1.6202 0.8344 0.2713 0.186
H -2.6106 -0.6485 -1.4877 0.213
H 0.8298 1.3252 -0.3937 0.209
H -0.5531 -1.6439 -2.9278 0.204
H 1.6966 -0.8817 -1.8083 0.196
H 0.2538 1.6030 3.1024 0.409
H -0.0920 1.6807 1.5385 0.385
H 0.4972 -1.4537 2.0412 -0.210
H 2.4901 -0.0660 1.5293 -0.223
```



# 2
C5H9O3Sc | ωB97M-V with the def2-TZVPD basis set

Calculated values
Maximum force (eV Å⁻¹): 3.2
HOMO level (alpha / beta) (eV): -17.5 / -16.9
ΔE to the lowest compared entry with this formula, charge and spin (kJ/mol): 274.3
HOMO-LUMO gap (alpha / beta) (eV): 7.5 / 7.2
LUMO energy (alpha / beta) (hartree): -0.36461 / -0.35527
Net charge: +2

Structure (XYZ):
```
18
Properties=species:S:1:pos:R:3:nbo_charge:R:1
H 3.8785 -1.0410 1.7250 0.342
O 0.9270 -0.7332 -0.6516 -0.430
O -1.1337 -0.1856 -0.3641 -0.398
O 0.4325 1.3519 0.0333 -0.809
C 2.3336 -0.4469 -0.6492 -0.199
C -2.1750 0.7471 0.0258 -0.080
C 3.0715 -0.9910 0.4433 -0.728
C -3.4966 0.0366 -0.0957 -0.640
C 0.0910 0.2194 -0.3409 1.056
H 2.7392 -0.5009 -1.6639 0.270
H -1.9726 1.0700 1.0537 0.202
H -2.1068 1.6159 -0.6403 0.207
H 4.1042 -1.1256 0.0939 0.320
H 2.3893 -1.4447 1.1783 0.324
H -4.2916 0.7280 0.2118 0.256
H -3.6854 -0.2727 -1.1314 0.241
H -3.5286 -0.8446 0.5575 0.238
Sc 2.4233 1.8173 0.2145 1.826
```



# 3
C5H9O4S | ωB97M-V with the def2-TZVPD basis set

Calculated values
Maximum force (eV Å⁻¹): 3.6
HOMO level (eV): -5.0
SMILES string: CC(C)([C@H]1CO1)S(=O)(=O)[O-]
ΔE to the lowest compared entry with this formula, charge and spin (kJ/mol): 68.2
HOMO-LUMO gap (eV): 8.7
LUMO energy (hartree): 0.13702
Net charge: -1

Structure (XYZ):
```
19
Properties=species:S:1:pos:R:3:nbo_charge:R:1
C -0.2492 1.3543 -0.0862 -0.644
C -0.6898 0.0280 0.4956 -0.339
C -1.0179 0.1901 2.0511 -0.630
C 0.3772 -1.0445 0.2582 0.056
C 0.0476 -2.4382 0.1314 -0.111
O 0.5843 -1.7601 -0.9483 -0.486
S -2.3109 -0.2559 -0.2547 2.418
O -3.0197 0.9402 0.1834 -1.048
O -2.0402 -0.3406 -1.6750 -1.018
O -2.8567 -1.4998 0.3327 -1.045
H -1.1351 2.0057 0.0957 0.255
H 0.1712 1.4166 -1.1224 0.226
H 0.6504 1.6531 0.4308 0.177
H -1.7700 1.0276 2.0097 0.263
H -1.3285 -0.7380 2.4446 0.221
H 0.0267 0.3276 2.4420 0.179
H 1.2954 -0.6534 0.5703 0.163
H 0.7932 -3.0190 0.6364 0.138
H -0.9279 -2.8514 0.0897 0.226
```



# 4
C5H9OP | ωB97M-V with the def2-TZVPD basis set

Calculated values
Maximum force (eV Å⁻¹): 6.0
HOMO level (eV): -9.1
SMILES string: C=CC[C@@]1(P)CO1
ΔE to the lowest compared entry with this formula, charge and spin (kJ/mol): 338.4
HOMO-LUMO gap (eV): 10.1
LUMO energy (hartree): 0.03639
Net charge: 0

Structure (XYZ):
```
16
Properties=species:S:1:pos:R:3:nbo_charge:R:1
C 0.4389 -2.3670 1.1631 -0.385
C 0.4993 -1.3372 0.3646 -0.162
C 0.4019 0.0639 0.6941 -0.497
C -0.3591 0.9594 -0.3002 0.099
P 0.8808 1.3290 -1.8882 0.179
C -1.7423 0.9920 -0.5692 -0.118
O -1.1171 2.0251 0.0741 -0.476
H 0.3506 -3.3273 0.7724 0.207
H 0.2366 -2.1128 2.1924 0.188
H 0.7000 -1.5253 -0.6990 0.186
H -0.0504 0.1608 1.6294 0.223
H 1.4210 0.5389 0.8941 0.228
H 1.7590 0.4423 -1.3104 -0.035
H 1.3310 2.6766 -1.4839 0.005
H -2.2027 1.0826 -1.5849 0.187
H -2.5475 0.3991 0.0517 0.171
```



# 5
C5H9P | ωB97M-V with the def2-TZVPD basis set

Calculated values
Maximum force (eV Å⁻¹): 4.2
HOMO level (alpha / beta) (eV): -9.0 / -7.4
ΔE to the lowest compared entry with this formula, charge and spin (kJ/mol): 460.7
HOMO-LUMO gap (alpha / beta) (eV): 9.0 / 7.1
LUMO energy (alpha / beta) (hartree): -0.00305 / -0.01056
Net charge: 0

Structure (XYZ):
```
15
Properties=species:S:1:pos:R:3:nbo_charge:R:1
C -0.6906 1.4698 -0.0555 -0.060
C -0.8252 0.1858 0.0539 -0.160
C 2.5810 0.9417 0.0631 -0.797
C 0.2453 -0.7708 0.4717 -0.732
C -2.1727 -0.5394 -0.2289 -0.622
P 1.9841 -0.6357 -0.1910 0.666
H -1.4270 2.2066 -0.3807 0.173
H 3.6927 1.0421 -0.0968 0.221
H 2.1056 1.5034 0.9099 0.218
H 0.4904 -0.6170 1.6281 0.255
H -0.1374 -1.8117 0.0924 0.248
H -2.3129 -1.0360 -1.1714 0.218
H -2.9302 0.0858 -0.0510 0.213
H -2.4108 -1.2782 0.4564 0.212
H 1.8077 -0.7465 -1.5003 -0.051
```



# 6
C5H9P | ωB97M-V with the def2-TZVPD basis set

Calculated values
Maximum force (eV Å⁻¹): 7.2
HOMO level (eV): -8.6
SMILES string: C=C1CP1CC
ΔE to the lowest compared entry with this formula, charge and spin (kJ/mol): 173.7
HOMO-LUMO gap (eV): 9.5
LUMO energy (hartree): 0.03388
Net charge: 0

Structure (XYZ):
```
15
Properties=species:S:1:pos:R:3:nbo_charge:R:1
C -2.4647 -0.3937 -0.8984 -0.375
C -1.6163 0.0050 0.1738 -0.255
C -0.8867 -0.4370 1.3637 -0.633
P -0.3268 1.2337 0.5478 0.649
C 1.0713 0.8322 -0.6555 -0.692
C 2.1329 0.0060 0.0872 -0.628
H -2.6380 0.1325 -1.8288 0.197
H -3.0266 -1.2005 -0.8876 0.177
H -1.2552 -0.2083 2.2739 0.227
H -0.3461 -1.3434 1.3857 0.229
H 0.6701 0.3174 -1.5078 0.229
H 1.4557 1.7917 -0.9865 0.227
H 2.8267 0.6838 0.7638 0.217
H 1.6127 -0.7768 0.8094 0.210
H 2.7910 -0.6425 -0.6406 0.219
```



# 7
C5H9P | ωB97M-V with the def2-TZVPD basis set

Calculated values
Maximum force (eV Å⁻¹): 3.6
HOMO level (eV): -8.4
ΔE to the lowest compared entry with this formula, charge and spin (kJ/mol): 246.5
HOMO-LUMO gap (eV): 8.9
LUMO energy (hartree): 0.01715
Net charge: 0

Structure (XYZ):
```
15
Properties=species:S:1:pos:R:3:nbo_charge:R:1
C 1.4305 -0.8729 0.5944 -0.350
C 1.7123 -2.1465 0.4998 -0.353
C 2.0963 0.4293 0.4608 -0.680
C -2.4710 1.3648 -0.3535 -0.648
C -1.3802 0.2810 -0.7113 -0.502
P 0.2578 0.3657 0.9635 0.625
H 0.9802 -2.8327 0.4033 0.192
H 2.7788 -2.5073 0.4924 0.195
H 2.7897 0.8249 1.2850 0.235
H 2.6682 0.7919 -0.4118 0.248
H -2.7642 1.9028 -1.2818 0.214
H -3.3969 0.8495 -0.0012 0.213
H -2.0091 1.9956 0.3824 0.217
H -0.9349 0.2722 -1.7027 0.203
H -1.7573 -0.7185 -0.6193 0.193
```



# 8
C5H9P | ωB97M-V with the def2-TZVPD basis set

Calculated values
Maximum force (eV Å⁻¹): 4.2
HOMO level (alpha / beta) (eV): -7.5 / -7.5
ΔE to the lowest compared entry with this formula, charge and spin (kJ/mol): 338.5
HOMO-LUMO gap (alpha / beta) (eV): 7.8 / 7.8
LUMO energy (alpha / beta) (hartree): 0.01139 / 0.01169
Net charge: 0

Structure (XYZ):
```
15
Properties=species:S:1:pos:R:3:nbo_charge:R:1
C -1.4796 -0.3408 -0.0051 -0.487
C -2.7322 0.4263 -0.0877 -0.433
C -1.4273 1.1117 0.1566 -0.458
C 2.1497 -0.1163 -0.4355 -0.663
C 1.8718 -1.1269 0.5903 -0.403
P -0.6538 -1.7477 0.1188 0.502
H -3.0961 0.5698 -1.1268 0.237
H -3.3603 0.2914 0.7765 0.236
H -1.0190 1.4908 1.1538 0.226
H -0.9237 1.6929 -0.6104 0.226
H 1.8084 -0.4544 -1.4155 0.210
H 1.7210 0.8026 -0.2594 0.203
H 3.2499 0.1230 -0.7167 0.203
H 1.6329 -0.6596 1.4787 0.200
H 2.2585 -2.0626 0.3824 0.200
```